Density functional theory data (ωB97M-V/def2-TZVPD) for a molecular structure, CH16Ni2O11 at a distorted geometry.

Cartesian coordinates (Å):
Ni -1.392049 1.203847 1.386508
Ni 1.452861 -2.242633 -2.260202
C -0.215799 -0.203563 -0.318592
O 0.409661 -0.982813 -1.035562
O -0.878419 0.795847 -0.621502
O -0.119809 -0.341193 0.898338
O -1.529669 -3.009793 0.997408
H -0.910869 -3.728733 1.125638
H -0.979339 -2.230543 0.919098
O -1.030279 3.382177 -1.747712
H -0.889909 2.524297 -1.347002
H -0.747989 3.272027 -2.655682
O 1.635461 -1.989723 2.272778
H 1.276651 -1.784043 3.136018
H 1.100031 -1.481903 1.663128
O 3.250351 -1.467273 -1.731962
H 3.955571 -1.232653 -2.335162
H 3.653131 -1.426983 -0.864562
O 0.296051 2.450897 1.669818
H 0.279061 3.394777 1.511598
H 1.072411 2.312437 2.212328
O -2.609699 0.878547 -2.828062
H -3.318759 0.262487 -2.643832
H -1.938499 0.673557 -2.177132
O 3.047621 0.516217 0.962838
H 2.259681 0.254107 0.486728
H 3.530521 -0.299573 1.095248
O -3.218679 0.282797 0.909128
H -3.330069 -0.334783 0.186348
H -4.109229 0.552187 1.134028

Atomic forces in eV per Å
Ni 1.1 -0.8 -1.8
Ni -0.5 2.5 2.2
C -0.3 1.8 0.8
O 2.7 -4.0 -4.7
O -1.9 2.0 -1.9
O -0.1 -1.1 5.5
O -0.3 0.1 -0.4
H 0.1 -0.3 0.3
H 0.2 0.2 0.3
O 0.1 0.3 0.5
H 0.0 -0.2 -0.2
H -0.1 0.1 -0.3
O 0.5 -0.4 -0.3
H 0.0 -0.1 0.3
H -0.3 0.3 0.0
O -1.0 -0.6 -0.8
H 0.4 0.2 -0.7
H -0.1 -0.1 0.9
O -1.0 -0.5 -0.1
H -0.2 0.6 -0.3
H 0.4 -0.5 0.4
O -0.1 -0.1 -0.3
H -0.4 -0.1 -0.2
H 0.2 0.2 0.2
O 0.1 0.3 -0.5
H -0.4 0.0 0.0
H 0.1 -0.2 0.7
O 0.6 0.5 0.6
H 0.3 -0.3 -0.4
H -0.4 0.3 0.4

As for the HOMO-LUMO gap (alpha / beta): 5.24 / 3.33 eV. As for the spin multiplicity: 5. As for the charge: +2. Its energy above the lowest of the compared OMol25 structures with the same formula, charge and spin is 83.4 kcal per mole. As for the molar mass: 321.5 g/mol. For the lowest unoccupied orbital energy (alpha / beta), the calculation gives -10.65 / -12.55 eV. For the HOMO energy (alpha / beta), the calculation gives -15.88 / -15.88 eV. For the largest force on an atom, the calculation gives 0.131 Eh/bohr.